{
  "formula": "C16H26NSTl",
  "method": "wB97M-V/def2-TZVPD",
  "symbols": ["C", "H", "H", "H", "C", "H", "H", "C", "H", "H", "H", "C", "C", "C", "C", "C", "C", "C", "C", "C", "C", "Tl", "H", "H", "H", "H", "H", "H", "H", "H", "H", "H", "H", "H", "H", "H", "H", "S", "C", "C", "N", "C", "H", "H", "H"],
  "xyz": [[-2.443, 2.228, -0.216], [-3.168, 2.894, 0.266], [-1.676, 2.857, -0.684], [-1.959, 1.635, 0.567], [-3.126, 1.334, -1.256], [-2.385, 0.658, -1.701], [-3.867, 0.695, -0.758], [-3.812, 2.140, -2.365], [-4.294, 1.485, -3.098], [-4.580, 2.803, -1.949], [-3.087, 2.766, -2.899], [1.664, -1.102, 0.416], [1.310, -1.139, -0.993], [1.271, 0.187, -1.420], [1.742, 1.045, -0.341], [2.073, 0.252, 0.756], [2.737, 0.669, 2.024], [1.921, 2.522, -0.468], [0.912, 0.683, -2.782], [1.069, -2.370, -1.799], [1.968, -2.308, 1.243], [-0.153, -0.073, 0.390], [2.017, 3.003, 0.505], [2.818, 2.761, -1.043], [1.081, 2.992, -0.981], [2.570, 1.723, 2.242], [2.370, 0.103, 2.879], [3.818, 0.513, 1.971], [1.303, -3.138, 1.006], [2.992, -2.645, 1.067], [1.867, -2.103, 2.308], [0.433, -2.173, -2.661], [2.009, -2.784, -2.175], [0.584, -3.150, -1.214], [0.314, 1.594, -2.740], [1.807, 0.917, -3.364], [0.340, -0.055, -3.343], [-1.716, -3.567, 2.928], [-1.110, -2.385, 3.962], [-0.639, -1.338, 3.182], [-0.775, -1.524, 1.842], [-1.358, -2.702, 1.532], [-1.091, -2.429, 5.042], [-0.197, -0.443, 3.600], [-1.558, -3.029, 0.521]],
  "forces_ev_per_angstrom": [[-0.3340, 0.2958, -0.6047], [0.2101, -0.1533, 0.0359], [-0.0617, -0.0376, 0.0808], [-0.0401, -0.0228, 0.3704], [-0.1717, 0.0623, 0.1186], [0.0507, -0.0683, -0.0960], [0.1054, 0.0867, -0.0658], [0.0819, 0.0151, 0.0219], [0.0956, 0.1136, 0.1709], [0.1454, -0.1460, -0.0541], [-0.1165, -0.0884, 0.0787], [5.6197, -1.9264, -0.9602], [0.7805, -1.8789, 1.2393], [-0.9294, 1.1063, -2.0967], [-0.0778, 2.4646, -0.2488], [0.7436, -1.8517, 1.0633], [-0.0434, 0.2278, 0.2665], [0.0051, 0.1404, 0.0389], [-0.0691, -0.0008, -0.1136], [-0.2580, -0.1288, -0.2082], [0.1552, -0.1466, 0.0620], [-5.3424, 2.1047, 0.5578], [0.0515, -0.0776, -0.0213], [0.0453, -0.1068, -0.0220], [0.0357, -0.0894, -0.0649], [0.0303, 0.0068, -0.0357], [0.0606, -0.0906, 0.0070], [-0.0971, -0.0500, -0.0910], [0.0614, -0.0606, -0.0478], [-0.0610, 0.0055, 0.0166], [0.0787, -0.0022, 0.0299], [0.0403, 0.0188, -0.0129], [-0.0091, 0.0936, 0.0975], [0.0849, -0.0604, 0.0458], [0.0865, 0.0178, 0.0716], [0.0903, -0.0293, 0.0787], [0.0733, -0.0303, 0.0420], [-0.3998, -0.8985, -0.3332], [0.7062, 1.5143, -1.2956], [-0.2580, -0.5154, 1.4687], [-1.4280, -0.5847, -0.2694], [0.4538, 0.9898, 0.9179], [-0.0986, -0.2115, -0.1357], [-0.0303, 0.0330, -0.2312], [-0.0659, -0.0403, 0.1285]],
  "lowdin_charge": [-0.13, 0.10, 0.08, -0.01, -0.33, 0.07, 0.11, -0.10, 0.08, 0.09, 0.08, -0.39, -0.27, -0.25, -0.25, -0.27, 0.02, 0.02, 0.02, 0.02, 0.00, 1.31, 0.10, 0.12, 0.09, 0.09, 0.09, 0.12, 0.08, 0.12, 0.08, 0.09, 0.12, 0.09, 0.10, 0.12, 0.10, 1.19, -0.29, -0.20, -0.17, -0.38, 0.11, 0.13, 0.11],
  "max_force_ev_per_a": 6.02,
  "e_homo_ev": [-15.6, -15.5],
  "gap_ev": [6.14, 5.90],
  "total_energy_ev": -34012.5463,
  "lumo_ev": [-9.5, -9.6],
  "charge": 2
}

---

{
  "formula": "C13H17N3O2S2",
  "method": "wB97M-V/def2-TZVPD",
  "symbols": ["C", "C", "C", "C", "C", "C", "C", "C", "S", "O", "O", "N", "C", "N", "N", "C", "C", "S", "C", "C", "H", "H", "H", "H", "H", "H", "H", "H", "H", "H", "H", "H", "H", "H", "H", "H", "H"],
  "xyz": [[3.044, 2.311, 0.403], [2.719, 0.854, 0.706], [3.317, -0.083, -0.340], [3.010, -1.559, -0.049], [1.532, -1.813, -0.071], [0.822, -2.007, 1.110], [-0.552, -2.170, 1.090], [-1.212, -2.129, -0.122], [-2.986, -2.261, -0.135], [-3.495, -1.952, -1.434], [-3.422, -3.450, 0.524], [-3.404, -1.012, 0.950], [-3.308, 0.293, 0.595], [-3.936, 1.268, 1.157], [-3.620, 2.457, 0.655], [-2.759, 2.436, -0.287], [-2.253, 3.625, -1.004], [-2.207, 0.792, -0.676], [-0.531, -1.960, -1.311], [0.843, -1.806, -1.281], [2.647, 2.595, -0.570], [2.609, 2.965, 1.155], [4.120, 2.470, 0.392], [3.110, 0.593, 1.692], [1.634, 0.723, 0.732], [2.921, 0.180, -1.323], [4.400, 0.052, -0.369], [3.498, -2.175, -0.807], [3.420, -1.826, 0.926], [1.349, -2.022, 2.053], [-1.118, -2.318, 1.995], [-4.111, -1.227, 1.636], [-1.174, 3.706, -0.885], [-2.732, 4.512, -0.600], [-2.473, 3.545, -2.067], [-1.089, -1.936, -2.233], [1.387, -1.671, -2.204]],
  "forces_ev_per_angstrom": [[-0.1010, -0.1869, 0.1508], [0.1381, 0.1230, -0.2911], [-0.0832, -0.0836, 0.3601], [0.0699, 0.1842, -0.1881], [-0.0137, -0.1153, 0.0007], [-0.1510, -0.0429, -0.0488], [0.0904, -0.0340, 0.1413], [-0.5776, -0.0570, -0.0950], [-0.4230, 0.2852, 0.5966], [0.3855, 0.1030, -0.0579], [0.1492, -0.0201, 0.2593], [0.1125, -1.2703, -0.2478], [0.8202, 0.9496, -1.0379], [-0.5668, -1.5228, 0.8066], [0.0389, 1.4215, -0.1929], [0.4426, -0.8183, -0.3359], [0.0994, 0.0672, -0.1493], [-0.5460, 0.9844, 0.4941], [-0.0431, -0.0440, -0.1470], [-0.0688, -0.0528, 0.1043], [-0.0213, 0.0846, -0.1127], [-0.0072, 0.1386, 0.0272], [0.1084, 0.0762, -0.0224], [-0.0561, -0.0710, 0.0749], [-0.0065, -0.0200, 0.0935], [0.0442, 0.0229, -0.0983], [0.0301, 0.0310, -0.0821], [0.0206, -0.0776, 0.0658], [0.0309, -0.0630, -0.0034], [0.0571, -0.0031, 0.0934], [0.0080, 0.0143, 0.1736], [-0.0978, -0.2617, 0.0366], [0.0649, 0.0962, -0.0230], [-0.0113, 0.0272, 0.0120], [0.0077, 0.0893, -0.0793], [-0.0044, 0.0281, -0.1607], [0.0603, 0.0180, -0.1173]],
  "lowdin_charge": [-0.11, -0.27, -0.21, -0.16, -0.23, -0.01, -0.04, -0.34, 0.65, -0.29, -0.27, -0.08, -0.66, 0.00, -0.01, -0.63, -0.09, 1.10, -0.08, -0.01, 0.07, 0.07, 0.07, 0.11, 0.10, 0.11, 0.11, 0.12, 0.12, 0.12, 0.12, 0.13, 0.07, 0.08, 0.08, 0.12, 0.12],
  "max_force_ev_per_a": 1.81,
  "e_homo_ev": -9.1,
  "gap_ev": 9.27,
  "total_energy_ev": -43991.9607,
  "lumo_ev": 0.1,
  "charge": 0
}

---

{
  "formula": "C10H12Cl2F4O2",
  "method": "wB97M-V/def2-TZVPD",
  "symbols": ["O", "C", "C", "C", "C", "C", "C", "C", "C", "O", "C", "F", "F", "Cl", "C", "F", "F", "Cl", "H", "H", "H", "H", "H", "H", "H", "H", "H", "H", "H", "H"],
  "xyz": [[-1.991, 1.078, 0.064], [-1.177, 0.362, -0.902], [-0.332, 1.385, -1.651], [0.447, 2.341, -0.683], [1.460, 1.370, -0.046], [1.180, 0.040, -0.773], [0.810, 0.554, -2.186], [-0.158, -0.645, -0.311], [-0.254, -1.094, 1.209], [-0.573, 0.118, 1.973], [-1.442, -2.103, 1.395], [-1.120, -3.339, 0.904], [-2.545, -1.672, 0.712], [-1.994, -2.258, 3.131], [1.110, -1.740, 1.705], [2.192, -0.896, 1.669], [1.461, -2.820, 0.928], [0.996, -2.246, 3.446], [-2.638, 1.556, -0.425], [-1.898, -0.168, -1.581], [-0.933, 1.935, -2.375], [-0.180, 2.832, 0.039], [0.966, 3.131, -1.229], [2.488, 1.638, -0.295], [1.440, 1.325, 1.020], [2.031, -0.638, -0.757], [1.643, 1.128, -2.632], [0.494, -0.247, -2.889], [-0.241, -1.563, -0.923], [-1.241, 0.635, 1.466]],
  "forces_ev_per_angstrom": [[0.8189, -1.1226, 0.3292], [-1.4386, 0.4589, 0.1219], [0.2186, 1.2538, -0.5278], [-0.2043, -0.6603, -0.1984], [0.5089, -0.1907, -0.6876], [0.2892, -0.5807, 0.2142], [0.2290, -0.8870, -0.0997], [1.0402, -0.8121, -0.1713], [-0.7052, 2.5081, -0.4278], [0.9897, -1.9431, -0.1842], [-0.5169, -0.4859, 0.5268], [-0.3724, 1.0521, 0.4274], [1.0268, -0.2660, 0.2153], [-0.0957, -0.0350, -1.3418], [0.6093, -0.1051, 0.7592], [-1.3739, -0.5149, -0.2566], [-0.6106, 1.1935, 0.7413], [0.5904, 0.0926, -1.0925], [-0.8278, 0.6101, -0.3926], [0.7716, 0.3871, 0.4672], [-0.0120, -0.0031, -0.1347], [-0.3723, 0.0726, 0.3369], [-0.1691, -0.1196, -0.2507], [0.0219, 0.1838, -0.0958], [-0.3608, -0.1381, 0.6277], [-0.0712, -0.0449, 0.0684], [-0.4967, -0.1805, 0.1622], [0.2222, 0.3938, 0.4219], [-0.0068, 0.2983, 0.3188], [0.2978, -0.4153, 0.1230]],
  "lowdin_charge": [-0.04, -0.25, -0.26, -0.10, -0.13, -0.24, -0.10, -0.11, -0.32, -0.02, -0.76, 0.06, 0.05, 0.68, -0.73, 0.04, 0.06, 0.71, 0.10, 0.17, 0.14, 0.10, 0.11, 0.12, 0.09, 0.14, 0.13, 0.13, 0.16, 0.07],
  "max_force_ev_per_a": 2.64,
  "e_homo_ev": -10.6,
  "gap_ev": 11.04,
  "total_energy_ev": -50574.0857,
  "lumo_ev": 0.4,
  "charge": 0
}

---

{
  "formula": "C20H27N2O2S",
  "method": "wB97M-V/def2-TZVPD",
  "symbols": ["C", "C", "C", "C", "C", "S", "O", "O", "N", "C", "C", "N", "C", "C", "C", "C", "C", "C", "C", "C", "C", "C", "C", "C", "C", "H", "H", "H", "H", "H", "H", "H", "H", "H", "H", "H", "H", "H", "H", "H", "H", "H", "H", "H", "H", "H", "H", "H", "H", "H", "H", "H"],
  "xyz": [[-5.981, -0.941, 1.425], [-4.768, -0.486, 0.690], [-4.623, 0.858, 0.333], [-3.512, 1.268, -0.369], [-2.534, 0.344, -0.719], [-1.187, 1.059, -1.623], [-1.533, 2.314, -2.189], [-0.324, 0.171, -2.316], [-0.047, 1.648, -0.187], [0.400, 0.551, 0.675], [1.361, 1.102, 1.753], [2.450, 1.862, 1.217], [3.761, 1.273, 1.065], [4.061, 0.480, -0.222], [3.254, -0.775, -0.406], [3.185, -1.737, 0.597], [2.449, -2.895, 0.416], [1.781, -3.118, -0.777], [1.861, -2.180, -1.791], [2.588, -1.017, -1.604], [2.026, 2.875, 0.295], [1.103, 2.325, -0.809], [-2.638, -1.004, -0.392], [-1.625, -2.038, -0.751], [-3.776, -1.384, 0.320], [-5.831, -1.919, 1.873], [-6.255, -0.228, 2.199], [-6.821, -1.009, 0.733], [-5.387, 1.570, 0.599], [-3.393, 2.293, -0.681], [-0.578, 2.334, 0.356], [-0.467, 0.085, 1.146], [0.910, -0.178, 0.040], [0.780, 1.753, 2.423], [1.746, 0.269, 2.339], [3.926, 0.637, 1.935], [4.481, 2.094, 1.123], [5.118, 0.204, -0.173], [3.940, 1.128, -1.092], [3.728, -1.593, 1.519], [2.413, -3.634, 1.202], [1.221, -4.029, -0.922], [1.365, -2.350, -2.735], [2.654, -0.303, -2.413], [1.479, 3.651, 0.848], [2.899, 3.340, -0.162], [0.730, 3.125, -1.452], [1.614, 1.582, -1.422], [-2.128, -2.916, -1.151], [-1.082, -2.359, 0.139], [-0.912, -1.678, -1.483], [-3.884, -2.426, 0.583]],
  "forces_ev_per_angstrom": [[-0.1219, -0.0470, 0.0267], [0.2197, 0.0917, -0.1021], [0.1932, -0.0382, -0.0636], [-0.3000, 0.2809, 0.0867], [0.6284, 0.3574, -0.4932], [0.1294, 0.2716, 0.7453], [-0.3238, 0.1550, 0.0748], [-0.1135, -0.2398, 0.0619], [-0.7862, -0.1463, -0.6272], [0.3680, -0.6641, 0.7446], [-0.2340, -0.0109, -0.1694], [-0.1087, 0.0211, -0.0301], [0.2274, -0.0034, -0.2125], [0.0126, 0.0538, 0.3087], [0.0347, 0.0113, -0.1718], [-0.0061, 0.0793, -0.0436], [-0.0226, -0.0416, 0.0994], [-0.0419, -0.0342, -0.0874], [-0.0142, -0.0553, 0.0058], [0.1245, -0.0389, 0.0745], [-0.1480, -0.1736, -0.0103], [0.7610, 0.5688, -0.2972], [-0.0541, -0.2455, 0.0878], [0.0989, -0.1989, -0.0734], [0.1112, 0.1953, -0.1041], [-0.0282, -0.0489, 0.0509], [-0.0334, 0.0112, 0.0703], [-0.0782, -0.0239, -0.0121], [-0.0753, 0.1048, 0.0188], [-0.1174, 0.1585, 0.0181], [-0.1405, -0.0580, -0.0698], [-0.0397, 0.0707, -0.0586], [-0.1183, 0.0750, 0.0403], [-0.0665, -0.0883, 0.0515], [-0.0991, -0.0130, 0.0043], [0.0794, 0.0335, 0.0205], [0.0633, -0.1097, 0.0605], [0.0559, 0.0926, -0.0881], [0.0642, 0.0146, -0.0497], [0.0590, 0.0181, 0.1339], [-0.0015, -0.0774, 0.0714], [-0.0591, -0.1019, -0.0143], [-0.0786, -0.0406, -0.1079], [0.0263, 0.1142, -0.0675], [0.0045, 0.0820, -0.0927], [-0.0681, 0.0673, -0.0640], [-0.0150, -0.0491, 0.0624], [-0.0352, 0.0324, 0.0702], [-0.0110, -0.0652, -0.0249], [0.0709, -0.0079, 0.0433], [0.0134, -0.2053, 0.0752], [-0.0058, -0.1342, 0.0278]],
  "lowdin_charge": [-0.03, -0.23, -0.01, -0.05, -0.25, 0.80, -0.24, -0.24, -0.11, -0.12, -0.13, -0.17, -0.17, -0.12, -0.25, -0.05, -0.07, -0.09, -0.09, -0.07, -0.13, -0.12, -0.23, -0.03, 0.02, 0.09, 0.09, 0.10, 0.13, 0.12, 0.17, 0.13, 0.11, 0.13, 0.13, 0.12, 0.13, 0.13, 0.11, 0.12, 0.11, 0.11, 0.11, 0.12, 0.13, 0.14, 0.14, 0.11, 0.10, 0.10, 0.04, 0.13],
  "max_force_ev_per_a": 1.06,
  "e_homo_ev": -11.5,
  "gap_ev": 8.22,
  "total_energy_ev": -39082.0109,
  "lumo_ev": -3.3,
  "charge": 1
}